## A
Entry from the Open Molecules 2025 dataset: a cluster of 8 separate species, C32H88N8O8 in total (wB97M-V/def2-TZVPD).

Its SMILES is COC[C@H](C)N.COC[C@H](C)N.COC[C@H](C)N.COC[C@H](C)N.COC[C@H](C)N.COC[C@H](C)N.COC[C@H](C)N.COC[C@H](C)N. The calculation puts the HOMO-LUMO gap at 9.2 eV.

ORCA input file:
```
! wB97M-V def2-TZVPD RIJCOSX def2/J DEFGRID3
* xyz 0 1
C -2.3377 -9.9434 1.8723
O -0.9313 -10.2536 1.8257
C -0.5997 -11.4237 1.0854
C 0.8690 -11.8506 1.5224
C 1.9047 -10.8008 1.0405
N 1.2989 -13.1175 0.9995
H -2.7225 -9.9627 0.8527
H -2.5054 -8.9334 2.2464
H -2.8468 -10.7030 2.4655
H -1.2871 -12.2669 1.1514
H -0.6407 -11.2176 0.0158
H 0.9719 -11.9616 2.6018
H 1.7645 -9.8921 1.6259
H 1.8214 -10.5544 -0.0180
H 2.8946 -11.0411 1.4282
H 0.6638 -13.8512 1.2794
H 2.1295 -13.4349 1.4784
C 5.9927 3.4208 2.1110
O 6.1065 4.5970 1.2505
C 7.1681 4.6750 0.2954
C 7.1813 6.0381 -0.3525
C 7.0747 7.1835 0.5899
N 6.2296 6.2339 -1.4324
H 5.9753 2.5767 1.4215
H 5.1013 3.5395 2.7271
H 6.8420 3.3450 2.7900
H 8.0930 4.5570 0.8599
H 7.1543 3.7672 -0.3077
H 8.1298 6.0988 -0.8860
H 6.0935 7.1979 1.0645
H 7.3187 8.1299 0.1073
H 7.7432 7.1766 1.4509
H 6.4285 6.9847 -2.0780
H 5.8867 5.5079 -2.0451
C 7.7506 -4.0962 4.0899
O 7.6608 -3.4872 5.4042
C 7.7957 -4.5303 6.3995
C 7.9879 -3.9425 7.8223
C 8.2737 -5.0591 8.7858
N 6.7978 -3.2330 8.2247
H 6.7670 -4.5382 3.9310
H 8.4674 -4.9115 3.9918
H 7.9931 -3.3503 3.3330
H 6.8976 -5.1423 6.3162
H 8.7210 -5.0762 6.2155
H 8.7436 -3.1589 7.8774
H 8.3432 -4.7623 9.8323
H 9.2848 -5.4392 8.6402
H 7.5443 -5.8619 8.6787
H 6.6708 -2.6151 7.4359
H 6.0275 -3.8831 8.1613
C -1.2782 0.0082 -2.0760
O 0.0192 -0.4949 -1.9002
C 0.2602 -0.5597 -0.4659
C -0.1905 -1.9556 0.1102
C 0.0716 -2.2016 1.5248
N 0.5798 -3.0341 -0.5153
H -2.1176 -0.4992 -1.6006
H -1.4530 0.1838 -3.1374
H -1.6024 0.9421 -1.6169
H 1.3442 -0.4771 -0.3872
H -0.1571 0.2504 0.1321
H -1.2592 -2.0620 -0.0762
H 1.1058 -2.0778 1.8460
H -0.2135 -3.1568 1.9657
H -0.4182 -1.4536 2.1482
H 0.2323 -3.9403 -0.2360
H 0.4142 -2.9972 -1.5109
C -1.5477 8.5450 2.2438
O -2.1283 8.0148 1.0176
C -1.3443 7.0573 0.3481
C -0.1678 7.6788 -0.5164
C -0.5972 8.5825 -1.6617
N 0.6424 6.6248 -0.9900
H -2.2947 9.2761 2.5527
H -0.6977 9.1784 1.9898
H -1.3302 7.8915 3.0886
H -1.0452 6.2555 1.0233
H -2.0003 6.6836 -0.4381
H 0.4219 8.2539 0.1974
H 0.3270 9.0070 -2.0538
H -1.3389 9.3369 -1.3990
H -0.9005 7.9698 -2.5106
H 1.5661 6.9662 -1.2142
H 0.8874 6.0406 -0.2034
C -10.7381 0.4659 8.6111
O -9.8824 0.7259 7.5560
C -9.6820 2.0460 7.2529
C -8.6521 2.1876 6.0796
C -7.2266 1.6832 6.4797
N -8.6620 3.4599 5.3825
H -10.2569 0.8637 9.5046
H -10.6976 -0.6231 8.5898
H -11.7581 0.7976 8.4165
H -10.6215 2.4560 6.8824
H -9.1851 2.5302 8.0936
H -9.0274 1.5213 5.3029
H -6.4378 1.6294 5.7294
H -7.2296 0.6922 6.9337
H -6.7475 2.2603 7.2706
H -9.6123 3.5022 5.0431
H -8.1309 3.3428 4.5314
C -5.9823 -5.1182 -4.9404
O -5.7865 -4.0764 -5.9166
C -6.9340 -3.2830 -6.1116
C -7.0544 -2.7368 -7.5717
C -8.0359 -1.6117 -7.5939
N -7.6865 -3.7428 -8.3848
H -6.8547 -5.7216 -5.1912
H -6.1199 -4.6299 -3.9757
H -5.1154 -5.7783 -4.9094
H -7.8426 -3.8187 -5.8364
H -6.8276 -2.4709 -5.3924
H -6.0682 -2.3566 -7.8379
H -9.0053 -1.9495 -7.2275
H -8.1368 -1.2645 -8.6223
H -7.6410 -0.8315 -6.9432
H -7.1028 -4.5503 -8.5502
H -7.8175 -3.2899 -9.2780
C 3.5380 7.3025 -10.2091
O 2.9442 6.0274 -9.7457
C 3.2426 5.6347 -8.4259
C 2.5498 4.3985 -8.1246
C 1.0684 4.4265 -8.3208
N 2.7745 3.9475 -6.7796
H 3.2928 7.4692 -11.2580
H 4.6182 7.2608 -10.0688
H 3.1581 8.1396 -9.6234
H 4.3079 5.4629 -8.2724
H 2.8988 6.4166 -7.7487
H 3.0321 3.6626 -8.7679
H 0.6315 3.4345 -8.4355
H 0.7594 4.8814 -9.2620
H 0.5912 4.9432 -7.4881
H 2.3099 4.6386 -6.2080
H 2.3588 3.0721 -6.4951
*
```

---

## B
Entry from the Open Molecules 2025 dataset: a cluster of 8 separate species, C32H88N8O8 in total (wB97M-V/def2-TZVPD).

Its SMILES is COC[C@H](C)N.COC[C@H](C)N.COC[C@H](C)N.COC[C@H](C)N.COC[C@H](C)N.COC[C@H](C)N.COC[C@H](C)N.COC[C@H](C)N. The calculation puts the HOMO-LUMO gap at 9.3 eV.

ORCA input file:
```
! wB97M-V def2-TZVPD RIJCOSX def2/J DEFGRID3
* xyz 0 1
C -1.4808 -0.5986 -4.0386
O -0.9190 0.7530 -4.3141
C -1.3511 1.1831 -5.5731
C -0.3457 0.5123 -6.6831
C 1.0121 1.1789 -6.8818
N -1.0573 0.7354 -7.9835
H -0.7799 -1.1683 -3.4284
H -1.8522 -1.0428 -4.9622
H -2.3514 -0.5924 -3.3829
H -2.3791 0.8868 -5.7820
H -1.3598 2.2713 -5.5110
H -0.2632 -0.5664 -6.5496
H 1.0323 2.2360 -7.1468
H 1.5782 0.6804 -7.6687
H 1.6886 1.1204 -6.0292
H -1.8897 0.1868 -8.1454
H -0.4191 0.3917 -8.6868
C 5.3935 0.4596 -0.5351
O 5.2821 -0.8388 -0.1472
C 6.5150 -1.4970 0.1068
C 6.3544 -2.9985 -0.1747
C 5.3206 -3.7297 0.6479
N 7.6892 -3.4779 0.1675
H 5.6528 0.9364 0.4102
H 4.3991 0.8210 -0.7973
H 6.1382 0.6616 -1.3049
H 7.1674 -1.0425 -0.6388
H 6.7327 -1.1558 1.1189
H 6.2080 -3.1853 -1.2386
H 4.3826 -3.1835 0.5488
H 5.5573 -3.8358 1.7066
H 5.1752 -4.7296 0.2391
H 8.1559 -2.6614 0.5358
H 7.5843 -3.9759 1.0399
C 1.1056 0.0782 -1.4827
O -0.0496 -0.2268 -0.6508
C -0.0757 0.3151 0.6673
C -1.2825 -0.2320 1.3395
C -1.4854 0.5148 2.6753
N -1.3671 -1.6627 1.5309
H 1.0694 -0.3821 -2.4700
H 1.9855 -0.4423 -1.1046
H 1.2553 1.1147 -1.7852
H 0.8558 0.0709 1.1778
H -0.1141 1.4043 0.6845
H -2.2484 -0.1475 0.8416
H -2.4277 0.4106 3.2131
H -1.1840 1.5623 2.6673
H -0.7910 0.1048 3.4086
H -1.4585 -2.1446 0.6480
H -2.0041 -2.0836 2.1920
C -0.0767 5.1997 1.1269
O -1.2770 4.7283 1.7523
C -2.4297 4.4874 0.9553
C -3.5526 5.4942 1.2146
C -3.2313 6.9325 0.8468
N -4.1183 5.4586 2.5291
H 0.4039 4.5923 0.3599
H 0.6708 5.3920 1.8965
H -0.4670 6.0626 0.5874
H -2.0874 4.1937 -0.0370
H -2.7989 3.5510 1.3734
H -4.3053 5.1389 0.5108
H -4.0724 7.5359 1.1884
H -3.1362 7.2660 -0.1866
H -2.4328 7.3091 1.4861
H -4.7174 4.6593 2.6791
H -3.4323 5.4224 3.2695
C 3.6495 1.5047 -3.6679
O 3.7360 2.7440 -4.4124
C 2.7384 3.6713 -4.0387
C 2.4914 4.6180 -5.1822
C 3.7487 5.4344 -5.5422
N 1.3816 5.5250 -4.9384
H 3.7618 1.8305 -2.6339
H 4.5760 0.9315 -3.7020
H 2.7753 0.8953 -3.8970
H 1.8226 3.2070 -3.6728
H 3.2016 4.1858 -3.1968
H 2.1022 4.0775 -6.0451
H 3.9166 6.0914 -4.6889
H 3.6065 6.0437 -6.4348
H 4.6087 4.7974 -5.7488
H 1.2636 5.9972 -5.8234
H 0.5909 4.8969 -4.9163
C 1.1400 -3.8577 -2.5163
O 0.0248 -4.8988 -2.4779
C 0.4685 -6.2285 -2.7257
C -0.7325 -7.2231 -2.6652
C -0.5018 -8.5413 -3.3209
N -1.7476 -6.6465 -3.4875
H 1.6772 -3.8628 -3.4648
H 1.8800 -3.7769 -1.7201
H 0.6620 -2.9284 -2.2064
H 0.9086 -6.2244 -3.7229
H 1.1436 -6.5783 -1.9448
H -1.0356 -7.5320 -1.6648
H -0.2789 -8.5197 -4.3877
H -1.3136 -9.2579 -3.1957
H 0.3044 -8.9600 -2.7186
H -1.7328 -5.6510 -3.3178
H -2.6158 -6.9027 -3.0394
C 0.7474 -2.7474 4.6380
O 1.6967 -3.5877 5.1314
C 1.6268 -3.7193 6.5401
C 2.8745 -4.5149 6.9050
C 2.9817 -5.1401 8.2944
N 4.1741 -3.7689 6.6309
H 0.6592 -2.9361 3.5681
H 1.0249 -1.6940 4.6014
H -0.1725 -2.7561 5.2227
H 1.7426 -2.7419 7.0085
H 0.6906 -4.0887 6.9586
H 2.7799 -5.4592 6.3689
H 2.0541 -5.6727 8.5039
H 2.9877 -4.3449 9.0399
H 3.8254 -5.8300 8.3109
H 3.8045 -3.2612 5.8399
H 4.2460 -3.0190 7.3037
C -5.4642 1.8377 3.9047
O -6.8263 1.4448 3.7205
C -7.8600 2.4307 3.8416
C -8.1092 2.6873 5.3341
C -8.9154 1.4974 5.9818
N -8.8714 3.8633 5.5610
H -4.9452 0.9838 4.3402
H -5.2924 2.8248 4.3340
H -5.1199 2.0829 2.9000
H -7.5524 3.2385 3.1776
H -8.8176 2.1093 3.4320
H -7.1205 2.8380 5.7676
H -9.7706 1.7997 6.5863
H -8.2134 0.9201 6.5835
H -9.1720 0.7399 5.2412
H -8.4923 4.6070 4.9924
H -8.7171 4.1031 6.5299
*
```

---

## C
Entry from the Open Molecules 2025 dataset: a cluster of 8 separate species, C32H88N8O8 in total (wB97M-V/def2-TZVPD).

Its SMILES is COC[C@H](C)N.COC[C@H](C)N.COC[C@H](C)N.COC[C@H](C)N.COC[C@H](C)N.COC[C@H](C)N.COC[C@H](C)N.COC[C@H](C)N. The calculation puts the HOMO-LUMO gap at 9.2 eV.

ORCA input file:
```
! wB97M-V def2-TZVPD RIJCOSX def2/J DEFGRID3
* xyz 0 1
C 2.9535 6.2537 -18.9551
O 2.3053 5.0574 -18.5972
C 3.3528 4.1378 -18.3452
C 2.7242 2.7926 -18.6261
C 1.3741 2.5430 -17.8932
N 3.6942 1.7540 -18.3266
H 2.2385 7.0672 -18.8323
H 3.2293 6.2858 -20.0092
H 3.8048 6.5229 -18.3299
H 4.2345 4.2713 -18.9719
H 3.7450 4.0942 -17.3292
H 2.4442 2.7198 -19.6770
H 1.5459 2.6656 -16.8238
H 0.9417 1.5535 -18.0422
H 0.5181 3.1436 -18.2008
H 3.3180 0.8591 -18.6053
H 4.4587 1.9698 -18.9505
C 16.6837 7.9006 -22.6674
O 18.0158 7.4194 -22.8751
C 18.1156 6.0841 -23.2564
C 19.6346 5.7876 -23.5960
C 19.8347 4.5010 -24.3986
N 20.4710 5.7270 -22.4620
H 16.0357 7.1061 -22.2972
H 16.1809 8.2022 -23.5863
H 16.6465 8.6844 -21.9109
H 17.5711 5.3794 -22.6279
H 17.5753 6.0004 -24.1993
H 20.1147 6.6212 -24.1086
H 20.8953 4.3132 -24.5661
H 19.3848 4.6210 -25.3841
H 19.3107 3.6740 -23.9193
H 20.2406 4.8988 -21.9319
H 20.3066 6.4503 -21.7765
C 10.9004 14.6982 -14.9152
O 10.3831 16.0003 -15.2645
C 11.0295 16.5915 -16.2869
C 10.9686 18.0976 -16.1356
C 9.5204 18.5552 -16.1940
N 11.6730 18.7937 -17.1507
H 10.6917 13.9206 -15.6499
H 10.2979 14.2874 -14.1050
H 11.8950 14.6534 -14.4716
H 12.0548 16.2274 -16.3525
H 10.5771 16.2598 -17.2215
H 11.4183 18.4047 -15.1913
H 8.9188 18.0513 -15.4375
H 9.0991 18.3958 -17.1866
H 9.5276 19.6360 -16.0528
H 11.3357 18.5706 -18.0763
H 11.5889 19.7974 -17.0761
C 15.4168 14.9563 -20.3487
O 15.2102 15.8987 -21.3721
C 13.9990 16.5797 -21.3073
C 13.5672 17.2678 -22.6399
C 14.6889 18.2408 -23.0389
N 12.3245 18.0528 -22.5552
H 16.2159 14.2326 -20.5094
H 14.5131 14.3470 -20.3584
H 15.5812 15.4747 -19.4041
H 13.2363 15.8090 -21.1959
H 13.9142 17.1442 -20.3787
H 13.4472 16.5861 -23.4819
H 15.7158 17.9563 -23.2686
H 14.6352 19.1037 -22.3750
H 14.4036 18.7290 -23.9708
H 11.5323 17.4263 -22.5586
H 12.2352 18.7389 -23.2910
C 15.9890 5.1730 -16.2546
O 17.0755 5.7292 -17.0535
C 17.8969 6.6191 -16.2225
C 19.1514 7.0924 -16.9948
C 20.2175 7.8383 -16.1669
N 18.5867 8.0264 -17.9728
H 15.2774 4.5293 -16.7718
H 15.3221 5.8916 -15.7782
H 16.3340 4.5887 -15.4016
H 17.2829 7.4408 -15.8538
H 18.1698 6.0969 -15.3055
H 19.5107 6.2153 -17.5331
H 19.7188 8.7148 -15.7533
H 21.0061 8.1697 -16.8424
H 20.5816 7.2785 -15.3054
H 19.1606 8.2754 -18.7657
H 17.7542 7.5830 -18.3339
C 17.4530 5.0103 -8.7181
O 16.0249 4.7918 -9.1086
C 15.3026 5.9756 -9.3898
C 13.8628 5.5809 -9.9319
C 13.0982 6.8719 -10.3922
N 13.0350 4.8522 -9.0130
H 17.4732 5.7206 -7.8915
H 18.2064 5.1838 -9.4864
H 17.8490 4.0604 -8.3589
H 15.1460 6.6245 -8.5281
H 15.8146 6.5900 -10.1304
H 13.9168 4.9353 -10.8084
H 12.0370 6.7208 -10.1946
H 13.1302 6.9714 -11.4772
H 13.4587 7.7512 -9.8582
H 12.2394 4.4392 -9.4784
H 13.6134 4.0438 -8.8340
C 12.4865 8.7770 -18.1792
O 11.4578 9.2543 -17.3389
C 11.0374 8.4916 -16.2322
C 10.5114 7.0109 -16.5450
C 9.0392 7.0468 -17.2626
N 10.4032 6.1773 -15.3396
H 12.0085 8.0294 -18.8123
H 13.2766 8.2385 -17.6560
H 12.8485 9.6058 -18.7876
H 11.9522 8.5340 -15.6411
H 10.2288 8.9373 -15.6529
H 11.2442 6.5030 -17.1720
H 9.1110 7.7073 -18.1267
H 8.1950 7.4040 -16.6727
H 8.8086 6.0638 -17.6733
H 9.8787 6.6078 -14.5914
H 9.9573 5.2827 -15.4840
C 3.5801 8.6297 -7.2131
O 4.6793 8.3824 -8.0237
C 4.3724 8.5148 -9.4152
C 5.6818 8.5775 -10.2877
C 5.9957 7.1123 -10.7685
N 6.8578 9.2827 -9.6605
H 3.3587 9.6864 -7.3632
H 3.8811 8.2668 -6.2304
H 2.7785 8.0184 -7.6276
H 3.7892 7.6884 -9.8213
H 3.8206 9.4451 -9.5506
H 5.3044 9.1737 -11.1185
H 6.9812 7.2172 -11.2223
H 5.3374 6.6501 -11.5041
H 6.0847 6.4516 -9.9061
H 7.0003 8.6324 -8.9010
H 6.5588 10.1380 -9.2142
*
```

---

Which one sits at the bottom of the stability order? B does.

---

## A
Entry from the Open Molecules 2025 dataset: a cluster of 2 separate species, C2H8O3 in total (wB97M-V/def2-TZVPD).

Its SMILES is OCCO.O. The calculation puts the HOMO-LUMO gap at 10.7 eV.

ORCA input file:
```
! wB97M-V def2-TZVPD RIJCOSX def2/J DEFGRID3
* xyz 0 1
O -1.4883 1.6525 1.0821
C -0.5021 0.8893 0.3991
C 0.7482 1.8312 0.3976
O 1.3318 1.7290 1.6879
H -2.1439 2.0279 0.4579
H -0.3005 -0.0752 0.9035
H -0.8631 0.6655 -0.6232
H 1.5077 1.6329 -0.3830
H 0.3749 2.8628 0.2495
H 0.7392 2.2287 2.2875
O -0.0594 -5.1611 -1.8461
H 0.7137 -5.7482 -2.0072
H -0.0582 -4.5354 -2.6055
*
```

---

## B
Entry from the Open Molecules 2025 dataset: a cluster of 3 separate species, C2H8O3 in total (wB97M-V/def2-TZVPD).

Its SMILES is CC=O.O.O. The calculation puts the HOMO-LUMO gap at 10.8 eV.

ORCA input file:
```
! wB97M-V def2-TZVPD RIJCOSX def2/J DEFGRID3
* xyz 0 1
C -1.1908 0.6595 -0.1168
C -1.4718 -0.1290 -1.4484
O -0.5298 -0.6423 -2.1446
H -0.3239 0.1644 0.3015
H -1.0027 1.7243 -0.2961
H -1.8528 0.5450 0.7600
H -2.4941 0.0096 -1.9612
O 3.1646 -2.2976 -4.5868
H 3.8911 -1.7507 -4.3253
H 2.7209 -1.8559 -5.3330
O 0.0337 1.0066 6.3703
H -0.8351 0.6280 6.2038
H -0.1092 1.9382 6.5767
*
```

---

Which one sits at the bottom of the stability order? B does.